Record 1
Entry from the OMol25 dataset: one molecule with the formula C4H8S3 (ωB97M-V/def2-TZVPD).

Geometry as XYZ:
```
15
C4H8S3 ωB97M-V/def2-TZVPD
S -3.80 0.76 -0.13
S -2.14 -1.78 -0.17
S -0.69 1.22 -0.02
C 1.62 0.31 -1.15
C -2.43 -0.22 -0.12
C 0.65 -0.01 -0.02
C 1.32 -0.05 1.34
H 2.09 1.27 -0.98
H -4.71 -0.23 -0.24
H 2.10 -0.81 1.35
H 2.39 -0.46 -1.20
H 0.59 -0.28 2.12
H 1.10 0.33 -2.11
H 0.14 -0.97 -0.22
H 1.77 0.92 1.56
```

Calculated values
Gap between HOMO and LUMO ... 0.3118 Eh
SMILES ... CC(C)SC(=S)S
Energy above the lowest of the compared OMol25 structures with the same formula, charge and spin ... 24.45 kcal/mol
Electronic energy ... -36782.1899 eV
Charge ... 0



Record 2
Entry from the OMol25 dataset: one molecule with the formula C4H8SSi (ωB97M-V/def2-TZVPD).

Geometry as XYZ:
```
14
C4H8SSi ωB97M-V/def2-TZVPD
S -2.90 1.39 -1.66
Si 1.69 0.84 0.54
C 0.44 -0.53 0.97
C -0.14 -1.40 -0.12
C -1.42 0.68 -1.19
C -0.99 -0.17 0.05
H -0.55 0.76 -1.84
H 2.13 0.77 -0.76
H -0.41 -2.40 0.23
H 0.55 1.93 0.57
H -1.82 -0.39 0.77
H 2.77 0.96 1.42
H 0.34 -0.96 2.09
H 0.31 -1.47 -1.06
```

Calculated values
Gap between HOMO and LUMO (alpha / beta) ... 0.3007 / 0.3006 Eh
SMILES ... [SiH3][C@@H]1C[C@@H]1C=S
Energy above the lowest of the compared OMol25 structures with the same formula, charge and spin ... 49.88 kcal/mol
Electronic energy ... -22986.4373 eV
Charge ... 0



Record 3
Entry from the OMol25 dataset: one molecule with the formula C4H8Se2 (ωB97M-V/def2-TZVPD).

Geometry as XYZ:
```
14
C4H8Se2 ωB97M-V/def2-TZVPD
Se -0.75 -2.19 -1.69
Se 2.03 -0.55 1.99
C -0.84 0.17 -0.08
C -1.35 -0.26 -1.37
C 0.37 0.75 0.03
C 1.00 1.06 1.27
H -1.10 0.42 -2.12
H -2.33 -0.42 -1.44
H 0.79 0.86 -0.94
H 1.06 -0.86 2.88
H -1.50 -0.21 0.73
H 1.83 1.76 1.16
H 0.48 -1.83 -2.50
H 0.30 1.30 2.07
```

Calculated values
Gap between HOMO and LUMO ... 0.3258 Eh
SMILES ... [SeH]C/C=C/C[SeH]
Energy above the lowest of the compared OMol25 structures with the same formula, charge and spin ... 0.00 kcal/mol
Electronic energy ... -134968.0088 eV
Charge ... 0



Record 4
Entry from the OMol25 dataset: one molecule with the formula C4H8Si (ωB97M-V/def2-TZVPD).

Geometry as XYZ:
```
13
C4H8Si ωB97M-V/def2-TZVPD
Si 2.39 0.24 0.16
C -0.13 -0.92 -0.16
C -1.98 0.99 0.16
C -1.47 -0.29 0.27
C 0.92 0.04 -0.79
H -2.34 -0.98 0.52
H 2.91 -0.71 1.15
H -3.02 1.10 0.34
H 0.87 0.47 -1.74
H 3.43 1.26 0.36
H -0.29 -1.89 -0.72
H -1.61 1.91 -0.30
H 0.33 -1.21 0.74
```

Calculated values
Gap between HOMO and LUMO ... 0.3096 Eh
SMILES ... C=CCC=[SiH2]
Energy above the lowest of the compared OMol25 structures with the same formula, charge and spin ... 65.86 kcal/mol
Electronic energy ... -12151.2812 eV
Charge ... 0



Record 5
Entry from the OMol25 dataset: a 2-piece molecular cluster, C4H8Si overall (ωB97M-V/def2-TZVPD).

Geometry as XYZ:
```
13
C4H8Si ωB97M-V/def2-TZVPD
Si 0.54 -2.18 1.60
C -1.00 1.55 -1.40
C 0.12 0.61 -1.55
C 0.48 1.56 -0.41
C -0.74 1.82 -0.06
H 2.05 -2.12 1.49
H 0.22 -3.53 1.44
H 0.03 -1.82 3.03
H 0.10 -0.38 -1.32
H -1.06 2.52 0.71
H 0.76 0.83 -2.45
H -1.43 2.25 -2.04
H -0.07 -1.12 0.96
```

Calculated values
Spin multiplicity ... 3
Gap between HOMO and LUMO (alpha / beta) ... 0.2458 / 0.3455 Eh
Energy above the lowest of the compared OMol25 structures with the same formula, charge and spin ... 81.54 kcal/mol
Electronic energy ... -12146.1950 eV
Expectation value of S² ... 2.016
Charge ... 0



Record 6
Entry from the OMol25 dataset: C4H9AgO4PS as an isolated structure (ωB97M-V/def2-TZVPD).

Geometry as XYZ:
```
20
C4H9AgO4PS ωB97M-V/def2-TZVPD
Ag 3.81 2.17 -3.31
S 1.73 1.34 -2.64
P 1.27 -0.40 -1.84
O -1.96 -2.13 -1.30
O -0.37 -0.75 -2.03
O -0.14 -2.11 0.06
O -0.83 -1.53 1.07
C -0.89 -1.69 -1.14
C -0.22 0.92 1.51
C -0.01 -0.65 1.84
C -1.60 1.30 0.83
H -2.40 1.56 1.58
H 0.65 1.33 0.93
H -1.39 2.20 0.18
H -0.20 1.44 2.51
H -0.22 -0.82 2.94
H -2.03 0.51 0.16
H 1.72 -0.42 -0.50
H 2.00 -1.39 -2.56
H 1.08 -0.89 1.69
```

Calculated values
Spin multiplicity ... 2
Gap between HOMO and LUMO (alpha / beta) ... 0.3347 / 0.1694 Eh
Electronic energy ... -36582.7253 eV
Expectation value of S² ... 0.755
Charge ... +2